[1]
{"formula": "C26H36N4OS", "method": "the ωB97M-V functional and the def2-TZVPD basis", "symbols": ["S", "O", "N", "N", "N", "N", "C", "C", "C", "C", "C", "C", "C", "C", "C", "C", "C", "C", "C", "C", "C", "C", "C", "C", "C", "C", "C", "C", "C", "C", "C", "C", "H", "H", "H", "H", "H", "H", "H", "H", "H", "H", "H", "H", "H", "H", "H", "H", "H", "H", "H", "H", "H", "H", "H", "H", "H", "H", "H", "H", "H", "H", "H", "H", "H", "H", "H", "H"], "positions_angstrom": [[0.465, -3.716, -1.628], [0.582, 3.034, -0.717], [1.997, -2.051, 0.367], [-3.597, 1.474, 0.068], [-1.511, 2.551, -1.218], [-3.569, -1.478, 0.623], [5.196, 0.621, -0.683], [-0.611, 0.105, -2.308], [-0.442, -1.606, -2.326], [-2.545, -0.664, 1.247], [6.688, 2.419, -0.615], [1.277, -4.237, -0.152], [1.147, -1.155, -0.740], [5.705, 1.631, -0.109], [-3.009, 0.883, 1.247], [5.145, 1.795, 1.278], [3.815, 0.011, 0.856], [2.518, -3.221, 0.148], [-0.233, 2.147, -1.237], [-2.698, 3.633, 0.399], [0.033, 0.799, -1.264], [2.686, -1.196, 1.372], [-4.140, -0.585, -0.602], [-4.004, 2.811, 0.463], [-3.024, -2.919, 0.142], [0.488, -2.037, -1.447], [4.264, -0.272, -0.657], [-1.879, 3.918, -1.054], [-4.588, 0.557, -0.310], [4.379, 0.715, 1.808], [-2.631, -3.505, 1.646], [0.873, 0.108, -0.298], [-3.815, -3.143, -0.074], [-2.207, 1.712, -1.320], [-2.074, 3.465, 1.219], [3.065, -1.754, 2.123], [-3.320, -3.323, 2.266], [-4.517, 3.040, -0.589], [-1.582, -0.539, 0.398], [3.867, -0.933, -1.259], [3.127, -3.268, -0.835], [1.522, 0.782, 0.424], [7.429, 2.001, -1.379], [6.387, 3.363, -1.079], [5.672, 0.376, -1.933], [-5.036, 1.127, -1.170], [7.281, 2.970, 0.087], [-1.705, -3.163, 1.974], [5.556, 2.385, 1.872], [-5.433, 0.496, 0.330], [3.806, 0.946, 2.905], [-2.625, 4.248, -1.765], [3.295, -3.521, 0.870], [-3.303, -0.881, -1.535], [-2.115, 1.489, 1.662], [-3.903, 0.772, 2.269], [-2.389, -4.566, 1.318], [2.012, -0.500, 1.893], [0.672, -4.183, 0.898], [-2.949, 4.790, 0.851], [-0.946, -2.067, -2.974], [-1.206, 4.493, -0.878], [-1.391, 0.388, -2.867], [-2.183, -2.834, -0.343], [1.751, -5.316, 0.019], [-4.464, 2.972, 1.357], [-5.000, -1.322, -1.081], [-2.055, -1.071, 2.049]], "de_lowest_kcal_mol": 579.58, "multiplicity": 1}

=====

[2]
{"formula": "C26H36N5O2SbV", "method": "the ωB97M-V functional and the def2-TZVPD basis", "symbols": ["Sb", "V", "O", "O", "N", "N", "N", "N", "N", "C", "C", "C", "C", "C", "C", "C", "C", "C", "C", "C", "C", "C", "C", "C", "C", "C", "C", "C", "C", "C", "C", "C", "C", "C", "C", "H", "H", "H", "H", "H", "H", "H", "H", "H", "H", "H", "H", "H", "H", "H", "H", "H", "H", "H", "H", "H", "H", "H", "H", "H", "H", "H", "H", "H", "H", "H", "H", "H", "H", "H", "H"], "positions_angstrom": [[-1.249, 2.769, 2.351], [-0.709, -0.798, 0.053], [-3.535, -0.104, -0.024], [-2.346, -0.539, -0.197], [-0.243, -2.716, 0.501], [-0.562, -1.727, -1.719], [-0.178, 0.872, -0.719], [1.081, -0.401, 1.092], [-2.422, -0.735, 2.915], [-1.092, 1.804, -1.431], [-0.349, -3.796, -2.953], [0.186, -3.514, -0.491], [1.432, -2.537, 2.303], [1.125, 1.270, -0.494], [3.830, 2.847, 0.018], [1.406, -5.621, -1.193], [0.097, -3.118, 1.864], [-0.480, 4.758, 2.269], [3.383, 2.470, 1.304], [0.147, -5.052, -3.233], [-0.222, -0.152, -3.647], [1.430, -1.019, 2.375], [1.954, 1.933, -1.365], [-3.308, 3.285, 2.124], [-0.218, -3.005, -1.797], [-0.864, 2.230, -2.890], [3.208, 2.552, -1.156], [-1.299, 2.653, 4.488], [1.626, 0.734, 0.770], [-0.900, 1.172, -4.002], [1.039, -4.607, -0.313], [2.442, 1.543, 1.629], [-1.183, -1.027, -2.837], [0.983, -5.870, -2.481], [-1.628, -0.660, 2.085], [-3.580, 4.059, 2.840], [3.890, 2.933, 2.142], [-1.928, 1.822, 4.809], [2.218, -2.852, 1.612], [4.726, 3.451, -0.030], [0.103, -4.207, 1.934], [-1.973, -0.404, -2.427], [-0.298, 2.498, 4.890], [2.296, 1.365, 2.687], [2.422, -0.688, 2.682], [0.725, -0.676, 3.141], [0.086, -0.679, -4.552], [-0.117, -5.425, -4.216], [2.098, -6.343, -0.775], [-1.652, 2.964, -3.077], [-0.894, -3.343, -3.768], [-1.707, -1.723, -3.491], [-3.494, 3.648, 1.114], [-1.075, 5.421, 2.896], [-1.097, 2.722, -0.831], [-0.436, 1.609, -4.888], [-3.141, -0.809, 3.608], [0.054, 2.805, -2.970], [-0.496, 5.128, 1.245], [1.338, -6.777, -2.951], [3.680, 2.916, -2.061], [1.608, 1.982, -2.383], [-2.093, 1.391, -1.327], [-1.936, 0.963, -4.285], [1.696, -2.923, 3.291], [-3.934, 2.408, 2.282], [1.481, -4.705, 0.668], [0.552, 4.767, 2.621], [0.689, 0.016, -3.068], [-0.691, -2.784, 2.537], [-1.707, 3.574, 4.903]], "de_lowest_kcal_mol": 28.97, "multiplicity": 1, "charge": 1}

=====

[3]
{"formula": "C26H37As2CdNO6", "method": "the ωB97M-V functional and the def2-TZVPD basis", "symbols": ["Cd", "As", "As", "O", "O", "O", "O", "O", "O", "N", "C", "C", "C", "C", "C", "C", "C", "C", "C", "C", "C", "C", "C", "C", "C", "C", "C", "C", "C", "C", "C", "C", "C", "C", "C", "C", "H", "H", "H", "H", "H", "H", "H", "H", "H", "H", "H", "H", "H", "H", "H", "H", "H", "H", "H", "H", "H", "H", "H", "H", "H", "H", "H", "H", "H", "H", "H", "H", "H", "H", "H", "H", "H"], "positions_angstrom": [[0.374, 0.256, -1.009], [-0.244, -3.673, -0.683], [-0.742, -1.132, -3.085], [-1.713, 1.585, -1.290], [1.143, 2.256, -1.405], [1.831, -2.221, 1.880], [0.625, 4.210, -0.451], [-1.292, -0.694, 0.568], [1.735, -1.224, -0.121], [0.881, 1.118, 1.206], [-4.311, 1.796, -0.385], [1.800, 0.165, 1.832], [-1.528, 5.472, -2.621], [-1.064, -5.261, 0.125], [-0.680, -5.373, -3.026], [-1.021, -4.673, -5.292], [-2.916, 3.629, -1.518], [-4.113, 3.192, -0.909], [-0.889, -5.689, -4.359], [1.602, -4.287, -0.676], [1.008, 3.045, -0.398], [-0.736, -3.033, -3.535], [-5.156, 4.095, -0.786], [-5.052, 5.408, -1.239], [-0.944, -3.354, -4.877], [-1.096, -0.215, 1.897], [-1.765, 2.747, -1.682], [-0.602, -4.052, -2.587], [-2.654, -0.798, -3.156], [-2.791, 4.954, -1.982], [-0.171, -0.292, -4.747], [-6.199, 6.362, -1.063], [-0.424, 1.145, 1.871], [-3.867, 5.818, -1.832], [1.780, -1.227, 1.161], [1.405, 2.467, 0.975], [-6.267, 6.688, -0.023], [-0.886, 3.167, -2.180], [2.199, -3.605, -1.277], [-1.012, -1.623, 0.487], [0.794, -0.696, -5.046], [-6.079, 3.769, -0.321], [-5.317, 1.695, 0.022], [-3.116, -1.191, -2.252], [-3.071, -1.292, -4.033], [-0.894, -0.433, -5.548], [-2.831, 0.273, -3.204], [-0.944, -6.725, -4.667], [-2.124, -5.308, -0.122], [2.822, 0.531, 1.721], [-1.334, 4.975, -3.574], [-0.507, -0.933, 2.471], [2.495, 2.422, 0.976], [-6.078, 7.248, -1.684], [-0.574, -6.180, -2.314], [-2.069, -0.106, 2.385], [-0.060, 0.774, -4.553], [-1.627, 6.538, -2.822], [-0.574, -6.186, -0.176], [1.603, 0.050, 2.901], [-1.182, -4.903, -6.338], [-1.064, 1.853, 1.337], [-3.776, 6.838, -2.188], [1.961, -4.235, 0.351], [-0.331, 1.499, 2.909], [-0.960, -5.155, 1.204], [-1.051, -2.572, -5.617], [-4.163, 1.046, -1.161], [1.091, 3.165, 1.755], [-0.658, 5.319, -1.981], [-7.147, 5.888, -1.319], [-3.590, 1.561, 0.398], [1.658, -5.301, -1.073]], "de_lowest_kcal_mol": 0.00, "multiplicity": 1}

=====

[4]
{"formula": "C26H37Cl2N3O5S3ScSi2Te", "method": "the ωB97M-V functional and the def2-TZVPD basis", "symbols": ["Te", "Sc", "Cl", "Cl", "S", "S", "S", "Si", "Si", "O", "O", "O", "O", "O", "N", "N", "N", "C", "C", "C", "C", "C", "C", "C", "C", "C", "C", "C", "C", "C", "C", "C", "C", "C", "C", "C", "C", "C", "C", "C", "C", "C", "C", "H", "H", "H", "H", "H", "H", "H", "H", "H", "H", "H", "H", "H", "H", "H", "H", "H", "H", "H", "H", "H", "H", "H", "H", "H", "H", "H", "H", "H", "H", "H", "H", "H", "H", "H", "H", "H"], "positions_angstrom": [[1.774, 2.921, -1.539], [0.477, -2.571, 1.493], [2.935, -1.004, 2.761], [-1.890, 1.328, 3.741], [0.129, -0.023, 1.597], [2.090, -4.101, 2.770], [-0.421, -4.938, 1.272], [0.850, 1.946, -4.863], [-1.330, 4.143, -0.556], [-1.841, -2.491, -2.269], [0.965, -6.598, 2.690], [-0.627, -2.515, 3.586], [-0.142, -2.450, -0.795], [-2.421, -1.869, 4.713], [2.525, -0.951, -0.317], [2.249, -2.214, 0.009], [-1.845, -2.462, 1.285], [-3.704, -2.230, -0.179], [2.247, -7.008, 3.228], [1.869, 0.444, -4.834], [0.894, 2.831, -6.529], [-1.330, -2.467, -1.005], [0.547, 0.102, 3.327], [4.119, -2.088, -1.228], [-4.517, -2.027, 0.932], [-2.598, -2.196, 2.323], [-2.362, -2.434, 0.092], [-0.933, 1.443, -4.497], [-0.341, 0.761, 4.225], [0.898, -5.333, 2.307], [-0.784, 4.939, 1.054], [-3.970, -2.021, 2.190], [-0.016, 0.965, 5.528], [2.115, 0.064, 5.122], [1.226, 0.580, 6.030], [-1.106, 5.212, -2.097], [1.579, 3.205, -3.587], [-3.096, 3.533, -0.409], [3.253, -2.919, -0.508], [-0.320, 2.546, -1.015], [-1.785, -2.155, 3.603], [3.594, -0.818, -1.099], [1.813, -0.181, 3.798], [-1.059, -2.656, -2.836], [0.675, 1.990, -7.196], [-0.800, 2.112, -1.878], [1.619, -0.451, -5.331], [-3.674, 4.451, -0.179], [1.851, 3.195, -6.750], [2.335, -6.608, 4.254], [-3.393, -1.698, 4.629], [3.968, 0.147, -1.399], [-0.396, 4.731, -2.792], [-1.246, 4.458, 1.921], [-2.011, 5.473, -2.699], [2.206, -8.130, 3.236], [1.874, 0.236, -3.791], [3.084, -6.670, 2.599], [-3.099, 2.759, 0.387], [1.132, 4.191, -3.769], [1.498, 0.809, 7.074], [-0.761, 1.453, 6.150], [5.050, -2.375, -1.669], [-3.356, 3.128, -1.391], [-1.589, 2.311, -4.501], [-4.569, -1.789, 3.043], [3.276, -3.959, -0.377], [-0.224, 1.907, -0.076], [0.148, 3.640, -6.491], [-1.222, 5.975, 0.961], [-5.590, -1.952, 0.938], [0.283, 5.016, 1.126], [3.051, -0.270, 5.504], [1.906, -0.224, 0.022], [-0.619, 6.149, -1.793], [2.610, 3.455, -3.843], [2.885, 0.774, -5.135], [-4.190, -2.220, -1.140], [-1.120, 0.794, -3.719], [-1.304, 0.945, -5.441]], "de_lowest_kcal_mol": 4.54, "multiplicity": 1, "charge": 1}